No. 1
Formula: C18H12AuN4O3
Source: OMol25
Level of theory: ωB97M-V with the def2-TZVPD basis set

Structure (XYZ):
```
38
Properties=species:S:1:pos:R:3:forces:R:3
Au 1.21167 0.03824 -0.29653 -1.338 -0.058 0.313
C 0.64139 1.93391 -4.09227 -0.138 -0.013 0.053
C 1.24627 1.33925 -2.97841 0.078 0.041 -0.101
N 0.51492 0.91182 -1.96731 0.693 -0.105 0.091
C -0.84633 1.02151 -1.94658 0.136 0.144 -0.323
C -1.50987 1.60761 -3.03222 -0.057 0.061 -0.115
C -0.72267 2.06459 -4.11439 0.120 -0.017 0.014
C -2.91687 1.71096 -2.99050 -0.021 0.000 0.005
C -3.57719 1.23668 -1.89541 0.071 0.013 -0.043
C -2.89141 0.64904 -0.81051 -0.195 -0.044 0.127
C -1.52154 0.52983 -0.81301 -0.415 -0.125 0.333
N -0.70165 -0.02129 0.17213 0.894 0.030 -0.217
C -0.94018 -0.60504 1.41661 -0.530 0.095 -0.098
C -2.14684 -0.80449 2.04526 -0.230 0.032 -0.025
C -2.21841 -1.41575 3.31561 0.083 -0.009 0.004
C -1.10055 -1.83460 3.97516 -0.020 -0.001 0.007
C 0.15802 -1.64817 3.36411 0.002 -0.061 0.128
C 1.38114 -2.04236 3.95414 0.098 0.022 -0.064
C 2.57065 -1.83227 3.30683 -0.149 0.006 0.016
C 2.55682 -1.21930 2.04813 0.119 -0.037 0.052
N 1.41769 -0.85040 1.49475 0.567 0.143 -0.396
C 0.20967 -1.03988 2.10325 0.280 -0.133 0.221
H 1.26356 2.27481 -4.90604 -0.010 0.004 -0.005
H 2.31989 1.20727 -2.90092 -0.024 -0.016 0.036
H -1.21886 2.52035 -4.96209 0.011 0.001 -0.004
H -3.44358 2.16099 -3.82090 -0.008 -0.006 0.014
H -4.65506 1.30761 -1.84649 0.004 -0.019 0.038
H -3.48253 0.29910 0.01624 -0.006 0.004 -0.007
H -3.07232 -0.50184 1.59002 -0.003 -0.004 0.009
H -3.19080 -1.55064 3.76892 -0.015 0.019 -0.035
H -1.15698 -2.30266 4.94844 -0.014 0.006 -0.010
H 1.36012 -2.51411 4.92860 0.010 0.000 -0.002
H 3.51687 -2.12439 3.73681 -0.006 -0.003 0.007
H 3.46367 -1.02565 1.48588 -0.039 0.014 -0.023
O 5.19588 -0.33319 -0.28354 0.171 -0.101 0.180
N 4.43184 0.13106 -1.08987 -0.187 -0.030 0.028
O 4.70470 0.62002 -2.15571 0.064 0.112 -0.240
O 3.14886 0.10137 -0.76820 0.006 0.035 0.033
```
Forces are in eV/Å.

Properties
HOMO-LUMO gap in Ha: 0.2451
Energy in a.u.: -1273.2016
HOMO level in hartree: -0.415
Spin multiplicity: 1
Charge: +1
Maximum force in eV/Å: 1.375



No. 2
Formula: C30H23Cl2N6O2S3Sn
Source: OMol25
Level of theory: ωB97M-V with the def2-TZVPD basis set

Structure (XYZ):
```
67
Properties=species:S:1:pos:R:3:forces:R:3
Sn -0.15641 1.81349 0.50619 0.451 -0.298 0.624
C -2.34078 -2.62540 3.97921 0.142 0.051 0.042
S -0.72301 -1.91276 4.34131 -0.138 0.149 0.043
C -0.74310 -0.41128 3.36173 0.343 -0.056 -0.010
S -1.40608 -0.45276 1.77478 0.063 0.078 -0.010
N -0.10517 0.52614 3.99689 -0.164 -0.344 -0.046
N 0.13075 1.67477 3.27769 -0.190 0.193 -0.045
C 0.67015 2.57853 3.99234 0.092 0.149 -0.132
C 1.06575 3.89453 3.45581 -0.057 -0.033 -0.093
C 1.49178 4.88379 4.33654 0.017 0.001 0.106
C 1.83505 6.12900 3.83854 0.016 0.009 0.057
C 1.76578 6.34769 2.47481 -0.001 0.028 -0.045
C 1.35331 5.29984 1.66210 -0.057 -0.207 0.043
N 1.00639 4.10848 2.13800 -0.082 -0.133 -0.153
H -2.33162 -3.63864 4.38053 -0.008 0.020 -0.020
H -3.12297 -2.04419 4.46381 -0.048 -0.040 -0.029
H -2.50152 -2.64544 2.90684 -0.056 -0.058 -0.104
H 0.86454 2.37570 5.04571 0.031 0.042 0.002
H 1.54409 4.66903 5.39645 -0.014 0.021 -0.003
H 2.15189 6.91927 4.50755 0.012 -0.013 0.009
H 2.02271 7.30507 2.04219 0.010 -0.018 -0.008
H 1.29723 5.41101 0.58470 -0.051 0.002 -0.028
Cl -2.83604 3.88903 -0.82125 0.070 -0.071 0.060
C -2.54831 3.92842 -2.53960 -0.121 0.070 0.014
C -3.65271 4.17785 -3.33797 -0.034 -0.001 0.032
C -3.51381 4.25095 -4.71210 -0.011 0.007 -0.001
C -2.25522 4.07692 -5.26418 0.053 0.004 0.002
C -1.16525 3.83135 -4.44686 -0.125 -0.050 0.075
Cl 0.36755 3.62777 -5.24745 0.017 -0.007 0.038
C -1.24722 3.73342 -3.03435 0.266 0.009 -0.189
S 0.16273 3.43270 -2.06120 0.017 0.032 -0.097
H -4.61930 4.31470 -2.87117 0.029 -0.003 0.018
H -4.37313 4.44470 -5.34133 0.029 -0.011 0.003
H -2.10560 4.13145 -6.33417 0.011 -0.005 0.008
C -3.39443 -4.27334 -0.74432 0.008 -0.039 0.025
O -2.52122 -5.10836 -1.48566 -0.080 0.107 -0.010
C -1.18935 -5.00932 -1.22125 0.041 0.059 0.174
C -0.64733 -4.33522 -0.12728 0.020 -0.024 -0.030
C 0.73247 -4.25480 0.01596 0.017 -0.078 -0.035
C 1.58178 -4.84616 -0.91641 -0.010 0.197 0.304
C 1.02166 -5.58215 -1.95356 0.152 -0.034 -0.156
C -0.34641 -5.65159 -2.11849 0.024 -0.042 -0.132
N 3.01768 -4.86391 -0.81731 0.131 0.291 0.030
N 3.71468 -3.88746 -0.46381 -0.205 -0.278 -0.186
C 3.22450 -2.57644 -0.20460 -0.158 0.036 -0.003
C 3.81643 -1.93590 0.86317 -0.011 -0.193 0.090
C 3.37194 -0.71197 1.36294 -0.069 0.161 0.065
C 2.29309 -0.05026 0.78332 0.149 -0.253 -0.010
O 1.82272 1.06549 1.22225 -0.396 0.333 -0.273
C 1.72753 -0.66308 -0.39781 0.052 -0.046 0.037
N 0.72372 0.02643 -0.97959 -0.254 0.190 0.013
C 0.21560 -0.38006 -2.11617 -0.003 0.022 -0.037
C 0.71993 -1.50823 -2.78531 -0.002 -0.013 0.030
C 1.71502 -2.23941 -2.19712 -0.004 0.000 -0.055
C 2.21703 -1.87125 -0.92860 0.063 0.053 -0.132
H -4.35246 -4.29980 -1.25726 0.000 -0.025 -0.003
H -3.03209 -3.24435 -0.70650 0.020 0.021 -0.017
H -3.52384 -4.64517 0.27403 0.019 0.013 0.072
H -1.27652 -3.85114 0.60803 0.024 0.023 -0.027
H 1.14421 -3.70892 0.85433 -0.044 0.008 0.038
H 1.68246 -6.07411 -2.65844 -0.002 -0.018 0.054
H -0.78570 -6.19421 -2.94645 0.017 0.015 0.017
H 4.62434 -2.45822 1.36454 -0.007 0.026 -0.024
H 3.83804 -0.26100 2.22968 0.022 -0.036 -0.025
H -0.58398 0.22154 -2.53617 0.035 -0.005 -0.002
H 0.32275 -1.78582 -3.75216 0.009 0.036 -0.001
H 2.14335 -3.08698 -2.71604 -0.065 -0.020 0.050
```
Forces are in eV/Å.

Properties
ΔE to the lowest compared entry with this formula, charge and spin in eV: 1.008
HOMO-LUMO gap in Ha: 0.2314
Energy in a.u.: -3965.3394
HOMO level in hartree: -0.159
Spin multiplicity: 1
Charge: -1
Maximum force in eV/Å: 0.825



No. 3
Formula: ClH2O
Source: OMol25
Level of theory: ωB97M-V with the def2-TZVPD basis set

Structure (XYZ):
```
4
Properties=species:S:1:pos:R:3:forces:R:3
O -0.92553 0.07969 -0.59247 0.181 -1.187 -0.081
H -1.14359 -0.84458 -0.85019 0.344 1.036 0.354
H -0.08261 0.00488 -0.09034 -0.343 0.293 -0.120
Cl 2.15172 0.76001 1.53301 -0.182 -0.142 -0.153
```
Forces are in eV/Å.

Properties
ΔE to the lowest compared entry with this formula, charge and spin in eV: 0.231
HOMO-LUMO gap in Ha: 0.2920
Energy in a.u.: -536.7074
HOMO level in hartree: -0.136
Spin multiplicity: 1
Charge: -1
Maximum force in eV/Å: 1.204